Molecular formula: C3H13N2OS2
Method: DFT, the ωB97M-V functional and the def2-TZVPD basis

Output
**Gap between HOMO and LUMO**: 9.54 eV
**LUMO**: -2.94 eV
**Net charge**: +1

XYZ file:
```
21
Properties=species:S:1:pos:R:3:forces:R:3:nbo_charge:R:1
C 0.57952 -0.23883 -0.12874 0.565 -1.278 0.761 -0.078
H 0.70976 2.06938 -2.23557 -0.233 0.237 -0.050 0.397
H 0.80635 -0.71328 -2.25712 -0.734 0.172 0.324 0.218
S 1.86621 -0.21825 2.60127 0.642 -0.629 -0.316 0.140
H -2.09232 -2.69214 -0.21012 -0.018 -0.398 0.036 0.491
H -0.48629 1.09120 -2.79133 0.228 0.088 0.065 0.391
H -1.39142 -0.64864 -0.39219 -0.392 0.654 0.679 0.466
H 0.34257 1.42198 4.18593 0.379 -0.675 -0.303 0.145
H -1.00677 0.97214 -0.36863 -0.080 0.061 0.390 0.462
N -0.85064 0.07455 0.13661 -0.065 -0.503 -1.841 -0.721
C 1.45470 0.44117 0.93811 -0.591 0.609 0.340 -0.576
H 0.95830 1.36123 1.28603 0.321 0.183 -0.908 0.234
H 2.42008 0.66198 0.47834 -0.027 0.161 0.301 0.253
H 1.99649 0.27119 -1.69807 -0.167 0.623 0.424 0.230
H -3.51238 -2.18574 -0.39627 -0.713 -0.084 -0.084 0.512
H -1.14475 0.04203 1.10479 0.112 0.176 0.328 0.448
O -2.60514 -1.90195 -0.38786 0.661 0.074 -0.019 -0.969
C 0.91377 0.14623 -1.57602 -0.059 0.121 -0.852 -0.257
N 0.09667 1.30596 -1.98756 0.585 -0.376 -0.071 -0.874
H 0.62803 -1.33721 -0.18030 0.366 0.239 0.901 0.222
S 0.31725 0.07698 3.87870 -0.782 0.546 -0.107 -0.132
```
Positions in Å, forces in eV/Å.

---

Molecular formula: C3H13N2OSn
Method: DFT, the ωB97M-V functional and the def2-TZVPD basis

Output
**Gap between HOMO and LUMO (spin up / spin down)**: 2.74 / 3.09 eV
**LUMO (spin up / spin down)**: 3.28 / 3.10 eV
**Net charge**: -1

XYZ file:
```
20
Properties=species:S:1:pos:R:3:forces:R:3:nbo_charge:R:1
N -0.26037 -0.49642 -2.16889 0.257 -0.468 0.462 -1.355
H 2.55916 -2.29002 -2.50186 0.166 0.473 0.422 0.209
C -0.48041 1.67576 2.07103 0.412 0.229 0.225 -0.733
H 0.02431 -0.78732 -3.10935 -0.079 0.132 0.169 0.359
H 0.26151 2.18129 1.44658 -0.089 -0.225 0.043 0.248
C -1.47860 0.96370 1.21046 0.428 -1.034 -2.175 0.576
Sn 1.06506 -1.26190 -0.36418 1.118 -0.532 0.726 0.512
C 2.78875 -1.60925 -1.65590 0.336 -0.331 -0.324 -1.139
H 3.23409 -0.66292 -1.99055 -0.128 -0.068 -0.197 0.196
H 3.50895 -2.10502 -0.98147 -0.381 0.150 -0.353 0.219
O -1.16710 0.35545 0.15558 -0.983 1.584 2.441 -0.724
H -1.15889 -0.93356 -1.93822 -0.139 0.161 -0.229 0.369
H -2.99155 1.60333 2.45058 0.049 -0.207 -0.225 0.380
H -3.48788 0.56354 1.14821 0.050 -0.023 -0.137 0.398
H 1.79923 -0.05823 0.68914 -0.407 -0.084 -0.323 -0.259
H -0.16890 -2.02240 0.57706 -0.425 0.264 -0.341 -0.208
H 0.03684 0.93105 2.68924 -0.026 0.135 -0.184 0.246
N -2.75191 1.01154 1.66699 -0.133 0.081 0.228 -0.840
H -0.39402 0.52027 -2.13020 -0.015 -0.029 -0.076 0.350
H -0.93829 2.42111 2.73574 -0.012 -0.209 -0.153 0.195
```
Positions in Å, forces in eV/Å.

---

Molecular formula: C3H13N3
Method: DFT, the ωB97M-V functional and the def2-TZVPD basis

Output
**SMILES**: CNC.NCN
**Gap between HOMO and LUMO**: 9.55 eV
**LUMO**: 1.02 eV

XYZ file:
```
19
Properties=species:S:1:pos:R:3:forces:R:3:nbo_charge:R:1
H -1.42770 1.45457 0.16967 -0.933 -0.255 -0.595 0.209
H -1.30200 2.52510 -2.43103 1.909 -1.777 -0.095 0.195
H 1.05885 -2.82914 2.20138 -0.511 -0.860 -1.010 0.377
H -2.65440 1.28512 -1.31955 1.582 -0.665 1.680 0.173
H -0.56014 -0.30602 -2.08611 -0.486 2.052 1.661 0.362
C 0.54138 -0.90964 1.88395 0.885 -0.037 0.372 -0.062
H -0.21356 1.49450 -3.59294 -1.563 -0.902 1.226 0.203
H 0.26100 -2.53144 0.68449 -3.166 -2.543 -4.667 0.364
N 0.73558 -2.28676 1.41578 3.384 3.621 5.813 -0.880
H 2.48806 -0.10189 1.84980 2.775 -0.893 1.673 0.345
N 1.62997 0.04502 1.47171 -3.354 0.501 -0.449 -0.868
H 1.79211 0.19438 0.47274 -0.918 -0.452 0.373 0.371
H -0.36694 -0.43287 1.52566 -0.185 -0.362 -0.311 0.179
N -0.58063 0.61346 -1.50677 -0.466 -2.139 -1.923 -0.659
H 0.59766 2.23793 -2.47925 -1.607 -0.263 1.435 0.192
H 0.34479 -1.04111 3.02801 1.048 1.056 -1.815 0.173
C -0.43812 1.70938 -2.48764 1.233 2.500 -1.464 -0.453
C -1.80091 0.79321 -0.65042 -1.107 0.496 -0.913 -0.433
H -2.32621 -0.10885 -0.16324 1.478 0.922 -0.990 0.212
```
Positions in Å, forces in eV/Å.

---

Molecular formula: C3H13N3O
Method: DFT, the ωB97M-V functional and the def2-TZVPD basis

Output
**Gap between HOMO and LUMO**: 8.03 eV
**LUMO**: 0.85 eV

XYZ file:
```
20
Properties=species:S:1:pos:R:3:forces:R:3:nbo_charge:R:1
N -0.70278 -0.73751 -2.85278 0.032 0.056 0.124 -0.862
H -1.12071 -0.61894 0.52030 -0.007 -0.011 -0.080 0.282
C -1.41143 -0.84413 -0.51175 0.065 0.040 -0.088 -0.672
C -0.28755 -0.51895 -1.48035 -0.017 0.127 -0.032 0.244
C 1.25427 0.12610 1.91261 -0.043 0.283 -0.107 -0.044
N -0.04795 -0.02175 2.47692 0.136 -0.024 0.064 -1.062
H -0.00665 -0.31159 3.44887 0.031 0.041 -0.065 0.341
O 0.13084 0.86041 -1.37766 -0.153 -0.237 -0.058 -0.761
H 1.72899 2.23886 1.49326 -0.088 -0.102 0.006 0.393
H 0.08404 -0.81889 -3.48482 -0.037 -0.024 0.055 0.367
H 1.52513 -0.54321 1.07995 -0.052 0.017 0.050 0.144
H 2.11734 0.18968 2.59050 -0.121 -0.016 -0.031 0.160
H -1.29640 -1.55043 -2.94946 0.038 0.030 0.040 0.370
H 0.07440 1.42763 1.95735 0.142 -0.020 -0.082 0.457
H -0.53915 1.37094 -1.85330 0.038 -0.058 0.019 0.481
H -2.30282 -0.26666 -0.77325 0.031 -0.013 -0.004 0.203
H -1.66171 -1.90754 -0.56768 0.026 0.044 -0.015 0.206
H 0.81536 1.47546 0.28544 0.037 -0.005 0.150 0.440
N 1.03174 1.52677 1.28996 -0.022 -0.149 0.095 -0.837
H 0.61504 -1.07626 -1.20410 -0.037 0.022 -0.040 0.149
```
Positions in Å, forces in eV/Å.

---

Molecular formula: C3H13N3O
Method: DFT, the ωB97M-V functional and the def2-TZVPD basis

Output
**Gap between HOMO and LUMO**: 8.84 eV
**LUMO**: 0.88 eV

XYZ file:
```
20
Properties=species:S:1:pos:R:3:forces:R:3:nbo_charge:R:1
N -1.20021 -2.22892 0.53046 -0.377 0.369 -0.343 -0.700
H -1.05297 1.08501 0.22971 0.107 -0.092 -0.004 0.243
C -0.63242 -0.96029 -1.39823 0.040 0.049 -0.779 -0.418
N -0.49706 -0.92574 0.06837 -2.173 -1.535 0.511 0.072
H 2.96438 2.28469 -0.00014 0.068 0.098 0.019 0.157
H 1.58941 2.28455 1.11353 -0.057 -0.020 0.113 0.145
H 0.89855 -0.65336 1.37399 -0.356 -0.033 -0.058 0.311
H 1.26487 0.59738 -0.39717 -0.114 0.298 -0.049 0.491
C -1.39645 0.12508 0.61131 -0.218 0.506 0.296 -0.430
C 1.87937 2.40918 0.06550 -0.026 0.097 -0.174 -0.242
H 0.12919 -1.63735 -1.78637 -0.103 0.036 0.167 0.232
H -0.66108 -2.99970 0.14190 0.322 0.288 -0.020 0.361
H -1.08109 -2.27796 1.53952 0.271 0.234 -0.063 0.350
N 0.79601 -0.83999 0.37499 2.378 0.088 0.464 -0.823
O 1.20507 1.52246 -0.78734 0.007 -0.189 -0.140 -0.803
H -2.42107 -0.06998 0.30930 -0.001 -0.050 -0.035 0.218
H 1.61583 3.42376 -0.24116 0.134 0.012 0.088 0.171
H -1.33370 0.12293 1.70331 0.099 -0.121 -0.186 0.206
H -0.43823 0.04057 -1.78586 0.007 -0.097 0.127 0.245
H -1.62842 -1.30234 -1.66562 -0.010 0.062 0.068 0.215
```
Positions in Å, forces in eV/Å.

---

Molecular formula: C3H13N4
Method: DFT, the ωB97M-V functional and the def2-TZVPD basis

Output
**Gap between HOMO and LUMO**: 8.84 eV
**LUMO**: -3.64 eV
**Net charge**: +1

XYZ file:
```
20
Properties=species:S:1:pos:R:3:forces:R:3:nbo_charge:R:1
H -0.88646 1.12705 -2.19216 0.053 -0.299 -0.079 0.365
C 0.11052 -1.61422 0.10138 0.166 -1.152 -0.226 0.082
N -0.51467 3.40409 -0.57516 -0.514 -0.310 0.090 -0.817
C 0.26250 2.27466 -1.01156 0.336 -0.396 -0.214 -0.063
H -1.09823 3.15673 0.21837 0.203 0.144 0.148 0.345
H -1.15928 3.73879 -1.28096 0.147 0.040 -0.205 0.363
H 1.03187 2.07493 -0.26765 0.005 0.025 0.095 0.172
H -0.85740 -1.15931 -0.07153 0.130 0.439 0.355 0.206
H 1.30405 -2.68398 1.56049 0.133 0.153 0.072 0.235
N -0.43281 0.97229 -1.29166 -0.554 1.030 -0.307 -0.877
H 0.59908 -1.01809 -1.64918 0.066 -0.312 -0.332 0.426
H 1.71602 -2.13764 -1.05062 -0.115 -0.065 0.081 0.392
H -0.71232 -2.35068 3.07248 0.085 -0.270 -0.286 0.437
N -0.34115 -1.61484 2.46212 -0.197 0.040 0.614 -0.658
H 0.76750 2.53372 -1.94180 0.117 0.089 0.114 0.194
H -1.24314 0.94770 -0.67291 0.106 -0.101 0.143 0.336
H 0.20040 -1.01088 3.08730 -0.003 0.102 -0.100 0.436
H -1.15013 -1.07587 2.14989 0.027 0.050 -0.066 0.438
N 0.74544 -1.85396 -1.08246 -0.070 0.751 0.324 -0.768
C 0.46680 -2.05342 1.31537 -0.120 0.043 -0.219 -0.244
```
Positions in Å, forces in eV/Å.